No. 1
Here is a molecular structure, C2H5NS2 at a distorted geometry from OMol25. Energies are from the ωB97M-V functional and the def2-TZVPD basis.

Values from the calculation:
Relative energy (zero: lowest compared OMol25 entry of this formula, charge and spin) in kcal per mole: 121.08
HOMO-LUMO gap in eV: 8.28
M in u: 107.20
E in eV: -25310.575
E_LUMO in eV: -0.51

```
! wB97M-V def2-TZVPD RIJCOSX def2/J DEFGRID3
* xyz 0 1
C -0.004 -0.825 -0.069
C 0.592 0.493 -0.135
H -1.997 -1.689 0.004
H -1.447 0.306 0.924
H 0.626 -1.431 -1.008
H 0.505 -1.371 0.645
H 1.202 2.532 -0.279
N -1.441 -0.513 -0.067
S -0.258 2.174 -0.040
S 2.222 0.324 0.026
*
```

=====

No. 2
Here is C2H5NS2 in the gas phase at a distorted geometry from OMol25. Energies are from the ωB97M-V functional and the def2-TZVPD basis.

Values from the calculation:
Relative energy (zero: lowest compared OMol25 entry of this formula, charge and spin) in kcal per mole: 17.13
HOMO-LUMO gap in eV: 9.16
M in u: 107.20
E in eV: -25315.083
E_LUMO in eV: 0.69

```
! wB97M-V def2-TZVPD RIJCOSX def2/J DEFGRID3
* xyz 0 1
N -0.397 -1.319 0.070
C -0.910 -0.142 -0.051
S -2.443 0.268 0.140
C 0.238 0.903 -0.229
S 1.886 0.279 -0.039
H -1.124 -2.053 0.218
H 0.375 -1.677 -0.407
H 0.262 1.330 -1.232
H -0.013 1.730 0.407
H 2.127 0.680 1.122
*
```

=====

No. 3
Here is C2H5NS3 in the gas phase at a distorted geometry from OMol25. Energies are from the ωB97M-V functional and the def2-TZVPD basis.

Values from the calculation:
Relative energy (zero: lowest compared OMol25 entry of this formula, charge and spin) in kcal per mole: 12.08
HOMO-LUMO gap in eV: 8.61
M in u: 139.27
E in eV: -36149.737
E_LUMO in eV: 0.01

```
! wB97M-V def2-TZVPD RIJCOSX def2/J DEFGRID3
* xyz 0 1
S -1.525 -1.495 0.067
C -0.554 -0.187 -0.012
C -1.034 1.176 -0.637
S 0.309 2.006 -1.548
N 0.533 0.049 0.788
S 1.546 -1.216 1.430
H -1.469 1.894 0.140
H -1.709 0.980 -1.387
H 0.550 2.809 -0.458
H 1.028 0.953 0.560
H 2.116 -1.637 0.338
*
```